No. 1
This record from OMol25 describes a structure of composition C46H51Cl3F6GeN5O3PW in a non-equilibrium geometry. The level of theory is ωB97M-V/def2-TZVPD.

Calculated values
**Net charge**: +1
**Spin multiplicity**: 2
**E_LUMO (alpha / beta)**: -4.5247 / -4.8384 eV
**Relative energy (zero: lowest compared OMol25 entry of this formula, charge and spin)**: 234.89 kJ/mol

XYZ file:
```
117
C46H51Cl3F6GeN5O3PW ωB97M-V/def2-TZVPD
W 0.15 -0.13 -0.11
C -7.42 -0.37 0.67
C -6.86 -1.76 0.96
C -7.46 -2.29 2.26
C -6.75 -3.54 2.75
C -5.29 -3.23 2.94
C -4.56 -3.79 3.97
C -3.21 -3.49 4.11
F -2.54 -4.02 5.14
C -2.55 -2.69 3.22
C -3.27 -2.13 2.16
C -2.57 -1.36 1.15
O -1.32 -1.17 1.26
C -3.36 -0.87 0.08
C -4.71 -1.06 0.08
N -5.37 -1.72 1.03
C -4.66 -2.35 2.05
C -2.75 -0.20 -1.09
O -3.39 0.42 -1.90
O -1.45 -0.37 -1.17
H -8.50 -0.38 0.85
H -7.26 -0.05 -0.35
H -6.97 0.36 1.35
H -7.12 -2.44 0.14
H -8.52 -2.49 2.08
H -7.39 -1.51 3.02
H -6.85 -4.34 2.01
H -7.19 -3.89 3.68
H -5.03 -4.47 4.67
H -1.50 -2.47 3.33
H -5.28 -0.65 -0.74
Cl 2.71 1.91 -0.46
Ge 2.69 -0.21 -1.24
Cl 4.39 -0.04 -2.56
Cl 0.88 0.53 -2.60
F 1.57 -2.88 -0.03
C 0.41 -2.39 -0.62
F 0.72 -2.38 -1.99
C -0.57 -3.57 -0.53
F -0.26 -4.57 -1.34
F -0.63 -4.05 0.72
F -1.82 -3.17 -0.87
N 1.17 -0.10 1.45
P 1.36 -0.31 3.02
N -0.15 -0.16 3.76
C -0.21 -0.42 5.21
C -1.65 -0.58 5.70
C -2.61 0.35 4.95
C -1.84 1.55 4.41
C -0.85 1.08 3.35
N 1.88 -1.81 3.45
C 3.23 -2.20 3.84
C 3.13 -3.14 5.04
C 2.28 -4.36 4.70
C 0.92 -3.95 4.14
C 1.10 -2.97 2.99
N 2.39 0.79 3.68
C 2.89 0.72 5.06
C 2.61 2.01 5.81
C 3.21 3.20 5.07
C 2.66 3.24 3.65
C 2.93 1.92 2.92
H 0.26 0.40 5.77
H 0.36 -1.32 5.41
H -1.66 -0.33 6.77
H -1.98 -1.61 5.61
H -3.42 0.67 5.60
H -3.06 -0.18 4.10
H -1.33 2.07 5.22
H -2.52 2.27 3.94
H -0.14 1.88 3.12
H -1.40 0.87 2.43
H 3.83 -1.32 4.07
H 3.71 -2.72 3.01
H 2.68 -2.60 5.88
H 4.14 -3.44 5.35
H 2.15 -4.99 5.58
H 2.81 -4.96 3.95
H 0.32 -3.49 4.93
H 0.37 -4.83 3.78
H 0.16 -2.63 2.57
H 1.66 -3.47 2.19
H 3.98 0.57 5.03
H 2.45 -0.14 5.56
H 3.02 1.93 6.82
H 1.53 2.16 5.91
H 4.30 3.07 5.02
H 3.01 4.13 5.59
H 3.11 4.05 3.08
H 1.58 3.42 3.69
H 4.01 1.80 2.79
H 2.47 1.92 1.94
C -0.52 1.88 -0.04
C -0.64 3.07 -0.30
C -0.78 4.36 -0.77
C 0.33 5.27 -0.62
C 0.62 6.24 -1.60
C 1.73 7.05 -1.47
C 2.56 6.93 -0.36
C 2.29 5.97 0.61
C 1.19 5.14 0.48
C -2.01 4.70 -1.45
C -2.44 6.04 -1.55
C -3.63 6.34 -2.18
C -4.42 5.32 -2.71
C -4.01 3.99 -2.61
C -2.83 3.68 -1.97
H 0.00 6.30 -2.48
H 1.96 7.77 -2.24
H 3.43 7.56 -0.27
H 2.93 5.87 1.47
H 0.98 4.39 1.23
H -1.86 6.83 -1.10
H -3.96 7.37 -2.24
H -5.35 5.56 -3.21
H -4.62 3.20 -3.03
H -2.50 2.65 -1.92
```

***

No. 2
This record from OMol25 describes a structure of composition C46H51F7O4 in a non-equilibrium geometry. The level of theory is ωB97M-V/def2-TZVPD.

Calculated values
**E_LUMO**: 0.3288 eV

XYZ file:
```
108
C46H51F7O4 ωB97M-V/def2-TZVPD
C -28.71 3.92 -29.53
O -28.41 4.60 -28.34
H -28.47 4.61 -30.34
H -28.23 2.94 -29.62
H -29.77 3.70 -29.59
H -29.03 5.32 -28.22
C -26.09 3.21 -28.36
O -26.62 4.29 -27.66
H -25.93 3.49 -29.40
H -25.10 3.11 -27.91
H -26.67 2.30 -28.27
H -27.44 4.50 -28.13
C -26.37 2.52 -25.57
O -25.64 3.66 -25.80
H -26.36 1.77 -26.37
H -26.06 2.01 -24.66
H -27.41 2.82 -25.44
H -26.09 4.06 -26.55
C -24.65 1.29 -26.90
O -24.84 -0.13 -26.78
H -24.76 1.83 -25.96
H -23.70 1.55 -27.37
H -25.46 1.68 -27.51
H -24.14 -0.60 -26.33
F -21.57 5.04 -28.33
C -22.67 5.50 -29.00
C -22.59 6.38 -30.07
C -23.76 6.84 -30.64
C -24.97 6.39 -30.22
C -25.06 5.55 -29.09
C -23.95 5.06 -28.50
H -21.65 6.61 -30.57
H -23.72 7.51 -31.48
H -25.83 6.66 -30.80
H -26.02 5.16 -28.81
H -24.03 4.28 -27.76
F -28.58 10.24 -29.63
C -28.20 9.00 -29.47
C -28.38 8.10 -30.53
C -27.96 6.76 -30.39
C -27.29 6.40 -29.19
C -27.06 7.36 -28.19
C -27.52 8.65 -28.34
H -28.84 8.33 -31.49
H -28.20 6.00 -31.12
H -27.02 5.37 -29.04
H -26.63 7.03 -27.25
H -27.42 9.43 -27.60
F -26.44 4.48 -30.19
C -26.43 4.99 -31.45
C -27.67 5.33 -32.06
C -27.71 5.87 -33.35
C -26.48 6.07 -33.99
C -25.25 5.74 -33.40
C -25.19 5.20 -32.07
H -28.56 5.22 -31.47
H -28.62 6.13 -33.87
H -26.43 6.37 -35.03
H -24.33 5.75 -33.97
H -24.27 4.91 -31.59
F -27.42 1.95 -31.79
C -26.36 2.14 -31.04
C -25.50 3.22 -31.36
C -24.35 3.45 -30.61
C -24.00 2.55 -29.63
C -24.89 1.49 -29.27
C -26.05 1.27 -30.02
H -25.75 3.76 -32.26
H -23.63 4.21 -30.87
H -23.05 2.73 -29.16
H -24.68 0.84 -28.44
H -26.75 0.51 -29.71
F -29.43 1.54 -30.42
C -28.60 0.97 -29.56
C -28.39 1.64 -28.35
C -27.57 1.06 -27.34
C -26.98 -0.12 -27.56
C -27.19 -0.81 -28.75
C -28.02 -0.30 -29.75
H -28.80 2.63 -28.26
H -27.49 1.55 -26.37
H -26.33 -0.50 -26.78
H -26.68 -1.75 -28.91
H -28.36 -0.78 -30.66
F -22.90 3.51 -28.68
C -22.84 3.18 -27.39
C -23.73 3.76 -26.48
C -23.62 3.42 -25.14
C -22.63 2.54 -24.69
C -21.73 1.99 -25.62
C -21.87 2.22 -26.98
H -24.47 4.46 -26.81
H -24.29 4.03 -24.55
H -22.45 2.27 -23.66
H -20.87 1.40 -25.33
H -21.23 1.72 -27.69
F -29.06 8.22 -24.20
C -28.54 7.05 -24.73
C -28.31 5.91 -23.96
C -27.91 4.69 -24.56
C -27.77 4.68 -25.96
C -27.88 5.89 -26.70
C -28.31 7.06 -26.09
H -28.45 5.89 -22.89
H -27.78 3.78 -23.99
H -27.62 3.71 -26.40
H -27.71 5.84 -27.77
H -28.50 7.89 -26.76
```

***

No. 3
This record from OMol25 describes a cluster of 8 separate species, C46H51N4O10 in total in a non-equilibrium geometry. The level of theory is ωB97M-V/def2-TZVPD.

Calculated values
**Net charge**: +1
**E_LUMO**: -1.9600 eV
**Relative energy (zero: lowest compared OMol25 entry of this formula, charge and spin)**: 394.88 kJ/mol

XYZ file:
```
111
C46H51N4O10 ωB97M-V/def2-TZVPD
C -0.89 -2.51 -2.35
C -0.85 -2.24 -0.75
N -0.91 -0.71 -0.39
C -2.12 -0.14 -0.02
C -1.82 1.21 0.29
N -0.51 1.19 0.31
C 0.14 0.02 -0.05
C 0.37 2.27 0.76
H -1.00 -3.48 -2.45
H 0.12 -2.24 -2.83
H -1.71 -1.73 -2.80
H 0.17 -2.62 -0.45
H -1.65 -2.69 -0.38
H -3.07 -0.60 -0.18
H -2.55 1.83 0.63
H 1.13 -0.25 -0.13
H 1.32 1.97 0.93
H 0.18 2.83 1.64
H 0.40 3.13 0.17
N 5.24 -0.80 -1.78
C 5.42 0.11 -0.93
C 4.77 0.03 0.31
C 3.95 -0.96 0.66
C 3.92 -2.02 -0.34
C 4.51 -1.91 -1.58
H 6.24 0.94 -0.95
H 5.07 0.70 0.98
H 3.36 -1.14 1.53
H 3.41 -3.07 -0.07
H 4.55 -2.73 -2.31
N 2.46 -3.36 -4.45
C 1.76 -4.45 -3.98
C 1.36 -5.47 -4.79
C 1.51 -5.44 -6.21
C 2.20 -4.22 -6.70
C 2.52 -3.32 -5.77
H 1.67 -4.57 -2.90
H 0.93 -6.40 -4.39
H 1.40 -6.26 -6.70
H 2.33 -4.30 -7.90
H 3.22 -2.50 -6.11
C -0.49 6.16 2.73
C -1.36 5.45 1.61
C -2.69 5.50 1.66
C -3.37 6.34 2.57
C -2.57 7.05 3.58
C -1.20 6.95 3.65
O -0.58 7.65 4.53
O -3.60 4.70 0.95
H 0.56 5.88 2.72
H -0.83 5.09 1.03
H -4.31 6.64 2.44
H -3.11 7.89 4.11
H 0.23 8.10 4.28
H -4.48 5.05 0.74
C -1.58 2.50 4.70
C -1.25 3.06 6.02
C -1.31 2.25 7.16
C -1.82 0.91 6.96
C -2.25 0.43 5.65
C -2.07 1.25 4.55
O -2.46 0.87 3.25
O -1.01 2.68 8.46
H -1.62 3.21 3.89
H -0.78 4.07 6.03
H -1.75 0.09 7.80
H -2.80 -0.44 5.72
H -3.18 0.32 3.03
H -0.47 2.15 8.89
C 0.39 1.13 -4.03
C -0.16 1.33 -5.47
C 0.71 1.20 -6.62
C 2.00 0.86 -6.42
C 2.51 0.67 -5.03
C 1.79 0.97 -3.97
O 2.32 0.75 -2.69
O 0.21 1.65 -7.71
H -0.34 1.24 -3.19
H -1.12 1.77 -5.74
H 2.78 0.71 -7.26
H 3.54 0.19 -4.76
H 3.17 0.60 -2.82
H -0.57 1.50 -8.08
C -5.20 -3.95 -2.80
C -5.02 -4.61 -4.17
C -4.07 -5.65 -4.27
C -3.19 -5.94 -3.13
C -3.43 -5.28 -1.98
C -4.35 -4.27 -1.73
O -4.54 -3.68 -0.50
O -3.91 -6.29 -5.39
H -6.08 -3.34 -2.93
H -5.61 -4.40 -5.08
H -2.43 -6.52 -3.33
H -2.73 -5.53 -1.31
H -5.21 -3.28 -0.25
H -4.58 -6.08 -6.03
C 3.94 1.53 4.71
C 2.90 1.06 3.62
C 1.81 0.29 4.00
C 1.73 -0.31 5.17
C 2.60 0.05 6.22
C 3.71 0.94 5.95
O 4.34 1.46 7.09
O 0.88 -0.06 2.96
H 4.60 2.28 4.43
H 2.99 1.41 2.55
H 0.90 -0.99 5.31
H 2.48 -0.39 7.21
H 3.74 1.22 7.82
H 0.11 -0.09 3.37
```

***

No. 4
This record from OMol25 describes a structure of composition C46H51N4O4P2RbSSe4 in a non-equilibrium geometry. The level of theory is ωB97M-V/def2-TZVPD.

Calculated values
**Net charge**: -2
**E_LUMO**: 2.8465 eV

XYZ file:
```
113
C46H51N4O4P2RbSSe4 ωB97M-V/def2-TZVPD
Rb -0.38 -0.47 1.55
O 1.48 1.14 1.06
S 1.09 1.53 -0.33
C 1.17 3.34 -0.40
C 2.36 4.04 -0.32
C 2.32 5.43 -0.33
C 1.09 6.08 -0.42
C -0.10 5.35 -0.46
C -0.10 3.95 -0.43
P -1.48 2.66 0.19
C -2.70 4.02 0.51
C -2.60 4.70 1.73
C -3.47 5.73 2.06
C -4.46 6.11 1.17
C -4.57 5.46 -0.06
C -3.69 4.43 -0.38
C -2.02 2.11 -1.52
C -3.19 1.36 -1.68
C -3.59 0.87 -2.91
C -2.82 1.08 -4.05
C -1.65 1.81 -3.92
C -1.27 2.33 -2.69
C 2.58 1.15 -1.30
C 2.83 1.83 -2.49
C 3.97 1.56 -3.23
C 4.86 0.60 -2.77
C 4.58 -0.11 -1.61
C 3.43 0.12 -0.85
P 2.93 -0.99 0.58
C 3.88 -0.25 1.97
C 3.39 -0.47 3.26
C 4.07 0.03 4.36
C 5.23 0.76 4.19
C 5.73 1.00 2.90
C 5.05 0.49 1.80
C 4.02 -2.45 0.22
C 4.94 -2.95 1.13
C 5.63 -4.13 0.87
C 5.43 -4.82 -0.32
C 4.50 -4.33 -1.24
C 3.80 -3.17 -0.96
H 3.31 3.52 -0.25
H 3.23 6.01 -0.26
H 1.05 7.16 -0.43
H -1.04 5.88 -0.50
H -1.82 4.40 2.42
H -3.37 6.23 3.01
H -5.15 6.91 1.42
H -5.34 5.76 -0.76
H -3.78 3.94 -1.34
H -3.77 1.14 -0.80
H -4.52 0.30 -2.98
H -3.12 0.68 -5.01
H -1.03 2.00 -4.79
H -0.38 2.95 -2.65
H 2.15 2.60 -2.82
H 4.16 2.10 -4.14
H 5.77 0.39 -3.32
H 5.27 -0.89 -1.29
H 2.49 -1.05 3.41
H 3.67 -0.18 5.35
H 5.76 1.16 5.05
H 6.63 1.57 2.76
H 5.44 0.67 0.81
H 5.08 -2.45 2.08
H 6.33 -4.51 1.61
H 5.96 -5.74 -0.51
H 4.31 -4.88 -2.16
H 3.07 -2.80 -1.68
N 0.59 -1.42 -1.66
C 0.09 -2.56 -0.89
C -0.02 -3.87 -1.72
C -0.34 -5.13 -0.87
C -1.71 -5.77 -1.09
N -2.80 -4.83 -0.75
C -3.70 -4.40 -1.59
N -4.05 -5.18 -2.65
N -4.27 -3.22 -1.42
C -1.34 -2.24 -0.44
O -2.03 -1.55 -1.25
O -1.77 -2.74 0.63
H -0.20 -0.98 -2.12
H 1.25 -1.71 -2.37
H 0.72 -2.78 -0.02
H 0.94 -4.02 -2.21
H -0.77 -3.72 -2.51
H -0.24 -4.88 0.19
H 0.40 -5.91 -1.05
H -1.79 -6.65 -0.45
H -1.83 -6.08 -2.13
H -2.55 -4.16 0.00
H -3.94 -6.17 -2.52
H -4.89 -4.91 -3.14
H -3.61 -2.47 -1.10
H -4.90 -2.92 -2.15
Se 1.21 -1.54 6.53
Se 0.47 -2.64 4.64
Se 2.37 -3.91 3.90
Se 1.57 -4.82 1.93
C -3.38 1.69 3.32
C -3.65 1.07 1.94
C -3.73 -0.45 2.09
C -5.00 1.59 1.43
O -2.58 1.34 1.06
H -4.05 1.26 4.08
H -3.54 2.77 3.30
H -2.35 1.49 3.62
H -4.67 -0.75 2.57
H -2.91 -0.82 2.70
H -3.66 -0.92 1.11
H -5.78 1.41 2.18
H -5.30 1.08 0.51
H -4.95 2.66 1.24
```

***

Number 1: E -6748.0916 Ha. Number 2: E -2781.0843 Ha. Number 3: E -2754.0826 Ha. Number 4: E -13014.2635 Ha.